The following is a DFT calculation (the ωB97M-V functional and the def2-TZVPD basis) of a 2-piece molecular cluster, C38H40N5O3 overall.

total energy	-1971.203605	hartree
energy relative to the best compared isomer or geometry (same formula, charge and spin)	0.00	kJ/mol
net charge	+1
HOMO level	-10.318	eV
frontier orbital gap	5.4	eV

Atoms and positions in Å:
C -4.28615 -2.48413 5.22573
N -3.26728 -2.33252 4.20012
C -2.31939 -3.31030 4.00863
O -2.22069 -4.34107 4.63806
C -1.43876 -2.85766 2.85524
C -1.45653 -3.87628 1.71166
C -0.92258 -5.22633 2.09723
C -1.73231 -6.35388 2.06723
C -1.24614 -7.58188 2.46467
C 0.05610 -7.70036 2.89913
C 0.87437 -6.59237 2.92723
C 0.38971 -5.36699 2.52210
N -1.94352 -1.51424 2.43126
C -1.40034 -0.75396 1.44325
C -1.92740 0.46635 1.07574
C -1.46407 1.29505 0.08292
C -2.09194 2.53985 -0.21783
C -3.20088 3.01272 0.50749
C -3.77970 4.22523 0.21469
N -4.91652 4.69236 0.99039
O -5.41353 5.79630 0.70320
O -5.34253 3.96681 1.90848
C -3.27152 4.99950 -0.81502
C -2.19007 4.55662 -1.54907
C -1.60499 3.34625 -1.26023
C -3.13790 -1.16225 3.28454
C -4.40521 -1.07965 2.43610
C -2.85938 0.07436 4.13927
H -4.14042 -3.43428 5.73387
H -4.21416 -1.68589 5.96054
H -5.28057 -2.47683 4.78518
H -0.41592 -2.73007 3.23319
H -2.48449 -3.97804 1.35240
H -0.88808 -3.49252 0.86013
H -2.75814 -6.26659 1.75329
H -1.88630 -8.44883 2.44939
H 0.43332 -8.65529 3.22507
H 1.88945 -6.67937 3.27895
H 1.02962 -4.50253 2.55443
H -0.53003 -1.12082 0.93183
H -2.78661 0.80087 1.61709
H -0.59098 1.00415 -0.47641
H -3.62249 2.44529 1.31552
H -3.73230 5.94746 -1.02696
H -1.80078 5.16104 -2.35095
H -0.76359 2.99753 -1.83229
H -4.58123 -2.03944 1.95243
H -5.26970 -0.85209 3.05524
H -4.35222 -0.32879 1.65311
H -2.00707 -0.11716 4.79032
H -2.62858 0.96146 3.55619
H -3.71538 0.30547 4.76929
C 3.95846 3.58473 -6.55905
C 4.89748 3.70973 -5.55696
C 5.06568 2.69492 -4.63769
C 4.29564 1.54243 -4.70754
C 4.48195 0.42284 -3.73195
N 3.24055 0.06890 -3.01503
C 2.58911 -1.23765 -3.11546
C 1.74575 -1.24714 -1.83204
N 1.92987 -0.01475 -1.18040
C 2.80667 0.70375 -1.82381
C 3.27455 2.03566 -1.38776
C 4.45495 2.18311 -0.65834
C 4.88622 3.43224 -0.27071
C 4.14494 4.55091 -0.59587
C 2.97145 4.42211 -1.31174
C 2.53789 3.17598 -1.70339
C 3.35549 1.43117 -5.71925
C 3.18455 2.44593 -6.63852
H 3.82436 4.37846 -7.27555
H 5.49886 4.60188 -5.49302
H 5.80044 2.79720 -3.85817
H 4.85098 -0.46136 -4.25882
H 5.24513 0.68064 -2.99188
H 1.97977 -1.28559 -4.02198
H 3.33183 -2.03971 -3.15197
H 0.67975 -1.38981 -2.04294
H 2.05105 -2.05915 -1.16113
H 5.01962 1.30557 -0.39286
H 5.80336 3.53819 0.28567
H 4.48908 5.52723 -0.30145
H 2.39625 5.29712 -1.56651
H 1.62359 3.06434 -2.25974
H 2.75560 0.53949 -5.78035
H 2.44496 2.34838 -7.41688

Atomic forces in eV per Å
C -0.113 0.416 -0.162
N 1.069 -0.343 -0.813
C -0.706 0.529 0.357
O 0.121 0.630 -0.510
C 1.036 0.053 -0.447
C -0.265 0.020 -0.451
C 0.008 -0.223 0.146
C -0.054 0.310 -0.033
C -0.124 -0.163 -0.036
C 0.092 -0.290 0.104
C 0.271 0.101 0.068
C -0.128 0.173 -0.051
N 0.636 0.338 -0.825
C -1.055 -2.224 2.412
C -0.414 1.688 -0.754
C -0.099 -1.360 1.091
C -0.593 1.220 -0.316
C 0.038 -0.237 0.165
C 0.750 -0.354 -0.468
N -2.175 1.041 1.370
O 1.145 -2.051 0.319
O 0.933 0.983 -1.591
C -0.328 0.427 0.038
C 0.026 0.085 -0.102
C 0.023 -0.522 0.352
C -0.605 -0.132 0.632
C 0.015 -0.039 -0.211
C 0.213 0.068 -0.049
H 0.187 -0.001 -0.168
H -0.027 0.069 0.091
H -0.103 0.002 -0.011
H -0.153 -0.084 -0.069
H -0.041 -0.002 0.066
H 0.105 0.150 0.070
H -0.262 0.045 -0.092
H -0.121 -0.095 -0.029
H 0.053 -0.159 0.041
H 0.159 -0.009 0.016
H 0.265 0.234 0.009
H 0.359 -0.432 -0.009
H -0.126 0.022 0.072
H 0.401 -0.062 -0.267
H -0.149 -0.028 0.175
H -0.104 0.196 -0.052
H 0.011 0.112 -0.093
H 0.228 -0.062 -0.142
H 0.013 -0.063 0.008
H 0.036 0.039 0.114
H -0.031 0.078 0.042
H 0.026 -0.052 0.007
H -0.083 0.034 -0.026
H -0.098 -0.067 -0.051
C -0.024 0.294 -0.148
C 0.098 0.207 -0.048
C -0.041 -0.269 0.165
C 0.140 0.279 -0.120
C -0.345 -0.230 0.671
N 0.379 1.073 0.835
C 0.286 0.349 -0.215
C -0.413 -1.577 -0.554
N 0.822 2.878 0.826
C -0.822 -2.480 -0.842
C 0.216 0.375 -0.007
C -0.375 -0.494 -0.308
C 0.134 0.141 0.104
C 0.109 0.196 -0.005
C -0.066 0.199 0.033
C 0.004 -0.614 -0.059
C -0.041 -0.056 0.059
C -0.217 -0.154 -0.084
H -0.007 0.120 -0.119
H 0.108 0.123 0.028
H 0.187 0.016 0.243
H -0.184 -0.064 0.118
H 0.049 0.068 -0.137
H 0.033 -0.091 0.011
H -0.061 0.014 0.002
H 0.075 -0.146 -0.095
H -0.099 -0.039 -0.059
H 0.163 -0.182 0.052
H 0.116 -0.014 0.092
H 0.061 0.190 0.078
H -0.089 0.136 -0.046
H -0.183 0.001 -0.223
H -0.187 -0.226 -0.054
H -0.088 -0.032 -0.132

***

The following is a DFT calculation (the ωB97M-V functional and the def2-TZVPD basis) of C38H41AuN7O4Te as an isolated structure.

total energy	-2560.465845	hartree
2S+1	2
energy relative to the best compared isomer or geometry (same formula, charge and spin)	112.20	kJ/mol
net charge	-2
HOMO level (spin up / spin down)	-1.602 / -1.603	eV
frontier orbital gap (spin up / spin down)	5.5 / 5.5	eV
expectation value of S²	0.76

Atoms and positions in Å:
Au 0.03525 0.88919 0.92973
O -0.89024 1.03543 -1.07757
N -2.01251 1.59550 -1.23246
N -2.82841 1.45967 -0.22226
O -2.53175 0.82382 0.85936
C -4.06047 2.15567 -0.32290
C -4.51469 2.70477 -1.52349
C -5.72307 3.37495 -1.54953
C -6.49446 3.50372 -0.39654
C -6.04010 2.94075 0.78437
C -4.82893 2.26243 0.82909
H -3.91868 2.59351 -2.41655
H -6.06909 3.80011 -2.48425
H -7.44079 4.02968 -0.42509
H -6.63196 3.02641 1.68821
H -4.44693 1.80772 1.73135
C 0.18529 -2.36010 3.19322
C 0.14146 -3.78545 2.71683
C -0.20984 -4.81447 3.58357
C -0.23137 -6.13093 3.14864
C 0.11648 -6.43140 1.84264
C 0.47772 -5.42429 0.95190
C 0.91249 -5.76942 -0.44663
C 0.46766 -4.09832 1.38981
N -0.22536 -1.99468 0.22124
H 0.06789 -2.29793 4.27499
H -0.60520 -1.77281 2.71720
H 1.12442 -1.87342 2.92602
H -0.45963 -4.57789 4.61199
H -0.50522 -6.92544 3.83408
H 0.12211 -7.46328 1.50651
H 0.79534 -6.83916 -0.62887
H 1.96530 -5.51079 -0.58169
H 0.34424 -5.21694 -1.19511
N 4.08166 -1.11687 -0.22068
C 2.69746 -1.37360 -0.18998
O 1.94453 -0.50967 -0.66656
C 2.26528 -2.61439 0.35955
C 3.22423 -3.52653 0.82541
N 4.02973 -4.28225 1.19203
C 0.82865 -2.99661 0.44472
N -0.08501 -2.78733 -0.69970
H 4.62702 -1.59226 0.48379
H 4.22532 -0.11657 -0.23461
C -0.63197 1.10370 4.29084
C 0.80107 0.89858 3.82509
O 1.64254 0.40882 4.58351
N 1.05798 1.32244 2.57801
Te 3.17216 2.94227 1.86555
C 4.80394 4.13687 1.05369
C 4.71114 5.51509 0.82099
C 3.46628 6.30483 1.12290
C 5.80658 6.20289 0.29527
C 7.00458 5.56991 0.00533
C 8.16580 6.32539 -0.58661
C 7.09565 4.20992 0.26561
C 6.02133 3.49058 0.78164
C 6.20447 2.01724 1.04028
C 1.73610 3.70452 0.50301
C 1.86072 3.46802 -0.86988
C 2.94832 2.61661 -1.45924
C 0.87985 3.96941 -1.72468
C -0.22515 4.65509 -1.25737
C -1.32388 5.09569 -2.18530
C -0.34294 4.85620 0.11430
C 0.61838 4.39016 1.00402
C 0.39236 4.60971 2.47630
H -0.62538 1.19390 5.37715
H -1.22575 0.23579 3.99846
H -1.10272 1.97341 3.82993
H 3.03972 5.99031 2.07716
H 2.69829 6.14891 0.36412
H 3.69228 7.37165 1.17097
H 5.71324 7.27087 0.11719
H 8.01061 7.40265 -0.51403
H 8.29706 6.07933 -1.64350
H 9.09979 6.08061 -0.07663
H 8.02694 3.68915 0.05987
H 7.19672 1.68984 0.72699
H 5.45640 1.42949 0.50643
H 6.08432 1.77776 2.09902
H 3.92739 2.82989 -1.02795
H 3.00411 2.78378 -2.53625
H 2.71799 1.55840 -1.28489
H 0.96570 3.76865 -2.78791
H -0.95891 5.24533 -3.20243
H -1.79775 6.01831 -1.84569
H -2.08919 4.31578 -2.20954
H -1.21530 5.37012 0.50632
H -0.52992 5.17072 2.63388
H 1.21946 5.14822 2.94349
H 0.31384 3.64960 2.99123

Atomic forces in eV per Å
Au -0.045 0.264 -0.034
O -0.113 0.025 0.017
N -0.163 -0.114 0.423
N 0.571 -0.063 -0.434
O -0.274 0.123 0.017
C -0.097 0.024 0.070
C 0.079 -0.057 0.022
C -0.081 0.043 0.044
C 0.023 -0.001 -0.095
C 0.037 -0.037 0.075
C -0.034 0.033 -0.026
H 0.017 0.004 0.003
H -0.009 0.003 0.004
H 0.001 0.004 -0.011
H 0.003 0.000 -0.004
H -0.003 0.000 0.002
C -0.076 0.035 -0.056
C 0.081 0.068 -0.074
C -0.004 -0.047 -0.004
C -0.001 0.019 0.030
C 0.002 -0.039 -0.038
C -0.044 -0.030 0.047
C 0.047 -0.004 0.004
C -0.034 -0.053 0.067
N 0.119 -0.133 -0.100
H 0.000 -0.023 0.001
H 0.009 -0.001 0.030
H 0.027 -0.043 -0.001
H 0.001 0.017 -0.002
H -0.002 0.000 0.001
H 0.004 0.007 -0.005
H -0.004 0.001 -0.008
H -0.013 0.001 -0.018
H -0.009 0.012 0.010
N -0.070 0.028 -0.021
C -0.122 0.045 0.000
O 0.115 -0.013 -0.026
C -0.114 -0.023 -0.018
C -0.099 -0.043 -0.041
N 0.044 0.017 0.016
C 0.196 0.194 0.047
N -0.034 -0.122 0.013
H -0.008 -0.008 0.013
H 0.038 -0.074 0.012
C -0.179 0.035 0.061
C 0.277 0.003 -0.310
O -0.033 -0.005 0.068
N -0.224 -0.118 0.133
Te 0.351 0.139 -0.070
C -0.160 -0.037 0.057
C 0.032 0.065 -0.056
C 0.031 -0.025 0.045
C -0.003 -0.017 0.001
C -0.040 0.042 -0.004
C -0.010 -0.015 0.002
C -0.032 -0.033 0.025
C 0.070 -0.043 -0.006
C 0.024 0.011 -0.006
C -0.126 -0.027 0.117
C -0.022 -0.017 0.089
C 0.076 -0.015 -0.040
C 0.047 -0.026 -0.063
C -0.078 0.126 0.185
C -0.021 -0.121 0.023
C 0.096 -0.050 -0.077
C -0.012 0.024 -0.004
C -0.009 -0.059 -0.006
H -0.041 0.004 0.003
H 0.032 -0.014 0.038
H 0.049 -0.003 -0.013
H -0.009 0.008 -0.026
H -0.010 -0.009 0.000
H 0.009 0.004 0.003
H 0.011 0.001 -0.001
H 0.003 0.001 0.004
H 0.003 0.001 0.000
H 0.002 0.003 -0.002
H -0.006 -0.006 0.002
H -0.001 0.003 0.005
H 0.018 0.034 0.012
H -0.002 -0.014 -0.012
H -0.028 0.045 -0.026
H 0.016 -0.046 -0.015
H -0.041 0.029 0.019
H 0.013 -0.013 0.001
H 0.016 -0.014 0.003
H 0.020 0.008 0.023
H -0.043 0.031 -0.076
H -0.015 0.001 -0.011
H -0.003 0.007 0.014
H -0.007 0.004 -0.029
H 0.000 0.055 -0.034

***

The following is a DFT calculation (the ωB97M-V functional and the def2-TZVPD basis) of C38H41BHfN15O2P as an isolated structure.

total energy	-2858.253472	hartree
2S+1	2
energy relative to the best compared isomer or geometry (same formula, charge and spin)	23.22	kJ/mol
net charge	+3
HOMO level (spin up / spin down)	-15.153 / -15.217	eV
frontier orbital gap (spin up / spin down)	7.8 / 6.0	eV
expectation value of S²	0.77

Atoms and positions in Å:
Hf -0.27894 0.16570 0.81404
C 3.08894 3.20989 0.97173
C 1.85867 2.77414 0.50110
N 1.47391 1.66545 1.13650
N 2.46818 1.35579 2.00031
C 3.43964 2.27582 1.92960
B 2.51952 0.00557 2.79091
N 2.54270 -1.12665 1.71637
C 3.39427 -2.13122 1.47762
C 3.01458 -2.77037 0.30952
C 1.88095 -2.09018 -0.10201
N 1.58165 -1.10984 0.75729
N 1.18493 -0.14469 3.58066
C 1.00468 -0.48592 4.85844
C -0.34218 -0.37399 5.17142
C -0.93732 0.05236 4.00364
N -0.02558 0.19410 3.02091
N 3.73542 0.00520 3.66559
C 5.04957 -0.14788 3.30457
C 5.82096 0.23668 4.35877
C 4.89048 0.64095 5.34421
N 3.64757 0.52058 4.92515
H 3.63883 4.08923 0.67861
H 1.25532 3.21835 -0.27673
H 4.31651 2.21777 2.55740
H 4.20813 -2.35269 2.14763
H 3.49359 -3.61206 -0.16356
H 1.25491 -2.27952 -0.96103
H 1.83844 -0.76294 5.48214
H -0.80814 -0.55881 6.12538
H -1.97596 0.26534 3.82405
H 5.34388 -0.48204 2.32335
H 6.89704 0.23214 4.42559
H 5.08721 1.01623 6.33803
O -1.35059 -0.26719 -1.10696
C -0.45533 0.29352 -1.80656
O 0.61712 0.61858 -1.19418
C -0.62464 0.56928 -3.24906
C -1.82850 0.21236 -3.84686
C -2.03308 0.44046 -5.19881
C -1.02941 1.01761 -5.96074
C 0.18101 1.37433 -5.37692
C 0.39465 1.16322 -4.01941
P 2.02708 1.57813 -3.34813
C 3.18249 0.38133 -3.98814
C 2.73705 -0.94665 -4.07670
C 3.59043 -1.92983 -4.53916
C 4.89583 -1.60660 -4.89934
C 5.34269 -0.29393 -4.80715
C 4.49922 0.70036 -4.34426
C 2.41800 3.28749 -3.63349
C 1.43512 4.18177 -4.08356
C 1.75098 5.51951 -4.24097
C 3.02602 5.97990 -3.93062
C 3.98675 5.10684 -3.42926
C 3.68249 3.76917 -3.25615
H -2.59896 -0.24573 -3.23935
H -2.97241 0.16317 -5.66139
H -1.18190 1.18764 -7.01979
H 0.96441 1.80667 -5.98876
H 1.71556 -1.20156 -3.81791
H 3.23694 -2.94878 -4.63598
H 5.56159 -2.37875 -5.26376
H 6.35123 -0.04019 -5.10851
H 4.85549 1.72010 -4.31425
H 0.44579 3.82953 -4.33935
H 1.00180 6.20728 -4.61214
H 3.26899 7.02590 -4.06918
H 4.97159 5.47417 -3.16744
H 4.41676 3.10719 -2.81310
C -1.14511 5.01904 0.68618
N -2.29884 4.23118 1.12643
C -3.47743 4.95403 1.62161
C -2.20204 2.90040 1.14628
N -1.22978 2.22984 0.58159
N -3.20260 2.23387 1.82491
C -3.45054 0.87890 1.77697
N -4.67125 0.52358 2.20859
N -2.54138 0.04324 1.39036
H -1.28800 6.04842 0.99608
H -1.03765 5.00410 -0.40218
H -0.23078 4.65245 1.15365
H -3.46162 5.06422 2.70761
H -4.40091 4.47138 1.30248
H -3.48381 5.94461 1.18049
H -0.65642 2.85301 0.03122
H -3.86793 2.79898 2.32236
H -5.40535 1.19095 2.37242
H -4.91916 -0.44775 2.28767
H -2.90480 -0.89898 1.33893
N -1.66906 -4.14600 0.71422
C -1.32424 -4.12097 2.04532
C -0.86792 -2.86561 2.28107
N -0.92577 -2.13382 1.10710
C -1.42179 -2.93898 0.18334
H -2.03943 -4.94044 0.21822
H -1.42799 -4.97474 2.69349
H -0.49190 -2.45255 3.20378
H -1.61394 -2.67921 -0.84484

Atomic forces in eV per Å
Hf -0.922 0.435 -0.257
C 0.036 0.089 0.036
C -0.049 0.095 -0.036
N 0.118 -0.400 0.054
N -0.076 0.031 0.112
C 0.078 0.061 0.011
B -0.032 0.092 -0.116
N -0.079 -0.019 0.008
C 0.047 -0.060 -0.005
C 0.058 -0.074 -0.009
C -0.119 -0.021 0.040
N 0.657 -0.093 0.060
N -0.052 0.212 0.190
C -0.013 -0.083 0.040
C -0.040 0.003 0.077
C 0.023 0.043 0.032
N 0.254 -0.362 0.318
N -0.093 -0.202 -0.141
C -0.170 0.004 -0.031
C 0.066 0.095 0.205
C 0.035 0.065 0.080
N 0.272 -0.014 -0.093
H -0.028 -0.073 0.016
H 0.041 -0.050 0.009
H -0.094 -0.024 -0.030
H -0.033 0.057 -0.001
H -0.034 0.064 0.050
H 0.010 0.026 0.022
H -0.034 0.059 -0.082
H 0.035 0.016 -0.065
H 0.027 -0.034 -0.023
H -0.042 -0.011 0.011
H -0.084 -0.010 -0.007
H -0.013 -0.033 -0.064
O -0.062 -0.184 -0.254
C 0.258 -0.051 0.002
O -0.290 0.236 -0.300
C 0.024 0.045 -0.033
C -0.008 -0.013 0.048
C -0.044 -0.006 -0.060
C -0.027 0.019 -0.075
C 0.068 -0.032 -0.017
C -0.077 -0.098 0.272
P 0.024 -0.125 -0.370
C -0.064 0.159 0.129
C -0.005 -0.045 -0.010
C -0.011 -0.018 -0.008
C -0.035 -0.016 0.013
C 0.041 0.026 0.008
C 0.021 0.027 -0.086
C -0.042 -0.073 0.254
C 0.098 -0.035 -0.058
C -0.019 0.042 0.009
C 0.008 -0.007 -0.002
C 0.024 0.014 0.006
C -0.005 0.029 0.020
H 0.035 0.032 -0.032
H 0.055 0.009 0.033
H 0.017 -0.004 0.053
H -0.029 -0.007 0.000
H 0.024 0.012 0.010
H 0.026 0.042 0.013
H -0.025 0.030 0.003
H -0.046 -0.019 0.013
H -0.022 -0.042 -0.001
H -0.026 0.000 -0.003
H 0.035 -0.026 -0.007
H -0.007 -0.035 0.009
H -0.061 -0.020 -0.007
H -0.029 0.031 -0.027
C -0.049 -0.024 -0.027
N 0.008 0.194 0.048
C 0.033 -0.048 -0.050
C -0.027 -0.119 0.015
N 0.199 -0.187 -0.013
N 0.031 -0.067 -0.058
C 0.068 0.051 -0.052
N -0.038 -0.042 0.037
N 0.171 0.167 0.061
H -0.025 0.023 0.010
H -0.021 -0.001 0.009
H -0.017 -0.013 0.017
H 0.015 -0.013 0.019
H 0.018 -0.017 -0.025
H 0.028 0.040 -0.010
H 0.068 0.081 0.059
H -0.031 0.035 0.076
H -0.013 0.027 -0.043
H 0.003 -0.019 0.015
H 0.001 -0.082 0.029
N 0.022 -0.071 0.109
C -0.030 -0.035 -0.125
C 0.184 0.064 -0.030
N -0.134 0.395 -0.055
C 0.024 -0.086 0.160
H -0.028 -0.041 -0.034
H -0.009 0.018 -0.063
H -0.025 -0.007 -0.080
H -0.002 -0.006 0.044